68
Properties=species:S:1:pos:R:3:mulliken_charge:R:1 method="wB97M-V/def2-TZVPD" spin_multiplicity=1 gap_ha=0.275 de_lowest_kcal_mol=0.0 e_homo_ev=-7.88
C 2.235 -3.283 -0.902 0.44
H -1.016 -0.843 5.559 0.45
H -1.734 -2.566 1.517 0.26
N 3.844 1.370 0.849 -0.42
C -1.162 -2.721 3.461 -0.93
C 1.883 1.262 -3.065 -0.23
H 0.134 0.217 -3.248 0.29
C 3.045 -4.395 -0.720 -0.68
Rb 1.075 0.001 0.567 0.85
H 2.134 4.076 -4.935 0.39
C -0.725 -0.152 4.760 -0.91
C 4.613 -3.382 -2.201 -0.88
C 3.744 -2.307 -2.303 -0.14
C 4.046 2.307 -2.789 -0.88
Se -2.057 2.804 2.334 0.20
H 2.720 -5.187 -0.063 0.47
H 1.101 1.528 3.940 0.51
N 0.960 0.292 -2.675 -0.10
N 0.485 0.616 5.114 -0.56
C 4.945 3.293 3.643 -0.13
C 1.532 2.281 -3.951 -0.19
C 0.893 -3.178 -0.213 0.38
C 3.846 1.974 1.825 0.48
H -2.097 -2.565 4.009 0.41
C -2.559 3.582 -0.443 -0.76
H -3.054 5.026 3.056 0.32
H 3.434 0.532 -1.763 0.39
N 5.873 3.839 4.040 -0.41
O 1.116 -1.205 3.124 -0.92
H -4.082 3.599 1.096 0.44
H -0.519 -3.370 4.056 0.32
H 0.541 2.287 -4.389 0.33
H 0.508 3.368 0.393 0.20
H -1.461 4.748 3.774 0.32
H 1.229 2.946 -1.196 -0.06
H -2.097 -4.034 2.168 0.24
H 4.912 -5.297 -1.275 0.44
P -0.377 -1.083 3.210 1.24
Se -1.201 2.418 -1.221 0.08
O 0.711 -4.084 0.721 -0.50
H 0.314 4.442 -1.027 0.40
C 3.154 1.289 -2.485 0.40
C 3.694 3.318 -3.671 -0.58
H -0.135 -3.840 1.268 0.46
O 1.742 1.914 3.200 0.04
H 1.261 -0.038 5.180 0.29
O 0.096 -2.310 -0.501 -0.63
H -1.557 0.527 4.572 0.27
H 5.018 2.312 -2.312 0.40
H -3.305 3.747 -1.221 0.43
H 3.997 -1.450 -2.918 0.46
N 2.736 2.507 3.843 -0.47
H -2.097 4.548 -0.236 0.28
C 2.430 3.293 -4.247 -0.62
C 0.383 3.411 -0.689 -0.43
N 2.574 -2.251 -1.670 -0.12
C 4.257 -4.444 -1.389 -0.33
H 1.337 -0.613 -2.413 0.18
H -1.576 5.301 2.101 0.33
C -2.044 4.674 2.858 -1.11
H 5.548 -3.374 -2.743 0.40
C 3.797 2.617 3.114 0.48
H -3.588 1.989 0.585 0.38
N -1.390 -3.310 2.125 -0.55
H 0.375 1.078 6.010 0.23
H 4.389 4.114 -3.902 0.39
O -1.126 -0.468 2.059 -0.91
C -3.225 2.996 0.793 -0.83